No. 1
{
  "formula": "C21H22F10GeN3PtS4",
  "method": "ωB97M-V/def2-TZVPD",
  "symbols": ["Pt", "C", "N", "C", "C", "N", "C", "C", "F", "C", "F", "C", "F", "C", "F", "C", "F", "C", "C", "N", "C", "C", "F", "C", "F", "C", "F", "C", "F", "C", "F", "H", "H", "H", "H", "H", "H", "H", "H", "H", "H", "H", "S", "S", "S", "S", "C", "Ge", "C", "C", "C", "H", "H", "H", "H", "H", "H", "H", "H", "H", "H", "H"],
  "coordinates": [[-1.061, 0.510, -0.305], [1.789, 2.877, -1.299], [1.063, 1.679, -1.715], [1.987, 0.564, -1.852], [1.388, -0.815, -1.660], [0.690, -0.914, -0.393], [0.574, -2.155, 0.181], [0.767, -3.394, -0.442], [1.014, -3.473, -1.768], [0.699, -4.606, 0.226], [0.901, -5.744, -0.454], [0.422, -4.666, 1.562], [0.375, -5.841, 2.214], [0.223, -3.478, 2.226], [-0.016, -3.491, 3.544], [0.301, -2.283, 1.557], [0.162, -1.170, 2.288], [0.338, 1.973, -2.931], [-0.584, 0.865, -3.370], [-1.492, 0.423, -2.301], [-2.607, -0.312, -2.630], [-2.924, -0.874, -3.879], [-2.083, -0.795, -4.930], [-4.108, -1.545, -4.104], [-4.358, -2.030, -5.317], [-5.040, -1.741, -3.107], [-6.176, -2.406, -3.351], [-4.765, -1.204, -1.881], [-5.670, -1.340, -0.913], [-3.588, -0.510, -1.650], [-3.657, 1.941, -1.009], [2.601, 3.124, -2.005], [1.102, 3.723, -1.250], [2.215, 2.736, -0.314], [2.487, 0.584, -2.837], [2.749, 0.703, -1.083], [0.737, -1.094, -2.490], [2.251, -1.485, -1.694], [-0.263, 2.865, -2.748], [1.040, 2.190, -3.754], [-1.175, 1.285, -4.183], [-0.003, 0.045, -3.791], [-1.754, 1.204, 2.203], [-2.742, -0.416, 2.798], [-3.038, -1.581, 1.197], [-3.367, 0.413, -0.184], [1.226, 2.902, 4.957], [1.928, 1.817, 3.508], [3.628, 2.608, 2.965], [2.286, 0.009, 4.079], [0.725, 1.912, 2.004], [1.950, 2.990, 5.775], [0.303, 2.458, 5.347], [0.991, 3.906, 4.584], [4.342, 2.600, 3.798], [3.481, 3.646, 2.639], [4.057, 2.043, 2.129], [3.020, 0.018, 4.893], [2.689, -0.576, 3.244], [1.370, -0.478, 4.429], [0.564, 1.059, 1.362], [0.033, 2.746, 1.882]],
  "mulliken_charge": [1.08, -1.17, 0.81, -1.14, -0.99, -0.17, -0.12, 0.71, -0.36, -0.12, -0.33, 0.87, -0.35, -0.11, -0.34, -0.31, -0.12, -1.69, -0.87, -0.23, 0.04, 0.73, -0.34, 0.15, -0.32, 0.56, -0.33, 0.00, -0.32, 0.05, -0.48, 0.37, 0.30, 0.20, 0.23, 0.59, 0.21, 0.63, 0.52, 0.35, 0.81, 0.39, -0.11, -0.04, -0.22, 0.00, -1.17, 0.46, -1.23, -1.15, 0.21, 0.36, 0.33, 0.37, 0.36, 0.36, 0.35, 0.42, 0.31, 0.32, -0.97, 0.64],
  "charge": -1,
  "mol_weight_g_mol": 902.4,
  "homo_ev": [-4.15, -4.15],
  "homo_lumo_gap_ev": [5.08, 5.07],
  "e_above_lowest_kj_mol": 388.9
}

No. 2
{
  "formula": "C21H22F3NO12S",
  "method": "ωB97M-V/def2-TZVPD",
  "symbols": ["O", "C", "O", "C", "O", "C", "C", "C", "C", "C", "N", "C", "C", "C", "C", "C", "S", "H", "H", "H", "H", "H", "H", "H", "H", "H", "H", "H", "H", "H", "O", "C", "O", "C", "C", "F", "O", "H", "H", "H", "O", "C", "O", "C", "C", "F", "O", "H", "H", "H", "O", "C", "O", "C", "C", "F", "O", "H", "H", "H"],
  "coordinates": [[2.426, -3.313, 2.166], [1.941, -2.433, 1.526], [1.705, -2.326, 0.151], [0.469, -1.623, 0.050], [-0.355, -1.765, -0.798], [0.435, -0.621, 1.245], [-0.456, 0.677, 1.436], [-1.130, 0.552, 2.867], [-2.537, 1.254, 3.006], [-3.579, 0.893, 1.883], [-4.080, -0.488, 1.923], [-3.683, -1.613, 2.660], [-4.501, -2.784, 2.307], [-5.525, -2.305, 1.282], [-5.156, -0.895, 1.140], [1.361, -1.113, 2.145], [1.915, -0.492, 3.746], [0.246, 1.554, 1.336], [-1.172, 0.709, 0.576], [-0.413, 1.034, 3.600], [-1.135, -0.539, 3.141], [-2.960, 0.978, 4.008], [-2.385, 2.375, 2.960], [-4.479, 1.560, 2.060], [-3.192, 1.181, 0.867], [-2.868, -1.645, 3.414], [-4.407, -3.828, 2.701], [-6.343, -2.872, 0.787], [-5.720, -0.218, 0.449], [2.337, -1.608, 4.451], [-0.017, 4.573, -0.080], [0.900, 4.058, -0.631], [1.367, 2.812, -0.337], [2.375, 2.512, -1.300], [2.807, 3.878, -1.743], [3.197, 3.871, -3.042], [1.622, 4.641, -1.631], [1.938, 1.925, -2.112], [3.188, 1.941, -0.853], [3.591, 4.325, -1.126], [-3.518, -6.065, 2.552], [-3.605, -6.226, 1.378], [-2.877, -7.137, 0.675], [-3.365, -7.111, -0.662], [-3.978, -5.745, -0.751], [-5.041, -5.741, -1.592], [-4.441, -5.516, 0.566], [-4.099, -7.910, -0.797], [-2.556, -7.254, -1.377], [-3.279, -4.955, -1.036], [7.992, 3.341, -6.419], [7.484, 4.005, -5.577], [6.437, 4.850, -5.794], [6.040, 5.350, -4.521], [7.288, 5.178, -3.706], [6.993, 4.925, -2.406], [7.879, 4.025, -4.268], [5.207, 4.755, -4.141], [5.727, 6.391, -4.589], [7.986, 6.016, -3.769]],
  "mulliken_charge": [-0.49, 0.52, -0.31, 0.16, -0.51, 0.07, -0.01, -0.68, -0.87, -0.73, 0.34, -0.39, -0.46, -0.75, -0.32, 0.27, -0.23, 0.25, 0.26, 0.40, 0.40, 0.35, 0.37, 0.40, 0.36, 0.31, 0.48, 0.39, 0.33, 0.19, -0.50, 0.55, -0.20, -0.52, 0.34, -0.34, -0.33, 0.27, 0.32, 0.32, -0.52, 0.66, -0.33, -0.47, 0.32, -0.29, -0.24, 0.28, 0.28, 0.29, -0.49, 0.63, -0.32, -0.15, 0.28, -0.27, -0.30, 0.10, 0.28, 0.26],
  "charge": 0,
  "mol_weight_g_mol": 569.5,
  "homo_ev": -7.80,
  "smiles": "O=C1OC(=O)C(CCCCn2cccc2)=C1S.O=C1OC[C@@H](F)O1.O=C1OC[C@@H](F)O1.O=C1OC[C@@H](F)O1",
  "homo_lumo_gap_ev": 7.19
}

Number 2 is which compound?
C21H22F3NO12S

Which formula does entry 2 have?
C21H22F3NO12S